Below is a molecular structure, CH4N2O2, with properties calculated with ωB97M-V/def2-TZVPD.

- Orbital gap (alpha / beta): 6.20 / 7.07 eV
- ΔE to the lowest compared entry with this formula, charge and spin: 497.4 kJ/mol

Structure (ORCA input):
```
! RIJCOSX wB97M-V def2-TZVPD def2/J DEFGRID3
* xyz 0 3
C 1.635 -0.037 -0.324
N -1.578 -0.177 0.177
N 0.580 -0.245 0.778
O 1.933 -0.905 -1.045
O -0.495 -1.021 0.351
H 0.170 0.657 1.213
H -2.085 -0.455 -0.645
H -2.129 -0.311 0.998
H 2.523 1.041 -0.418
*
```

Need the Mulliken charges? In units of e they are:
1. C -0.126
2. N -0.470
3. N -0.075
4. O -0.264
5. O -0.158
6. H 0.331
7. H 0.260
8. H 0.246
9. H 0.255